A structure of composition C30H59MgO9 at a distorted geometry, computed with the ωB97M-V functional and the def2-TZVPD basis.

Its multiplicity is 1. The HOMO energy is -10.65 eV. The total energy comes out at -2054.973968 hartree. As for the frontier orbital gap: 1.8302 eV. The molar mass is 588.1 g/mol. The total charge is +1.

Each line ends with the Mulliken charge.
CARTESIAN COORDINATES (ANGSTROEM)
1 Mg -3.80037 -2.10415 -5.46995  0.760
2 C 0.79020 -0.18702 -0.70996  -0.845
3 C -0.24545 -1.26867 -0.54416  -0.148
4 O -1.20523 -1.48396 -1.59325  -0.272
5 H 1.51760 -0.17824 0.10178  0.332
6 H 0.17480 0.71176 -0.67031  0.252
7 H 1.38333 -0.20411 -1.62430  0.298
8 H -0.88650 -1.21057 0.33549  0.318
9 H 0.22651 -2.24563 -0.43976  0.305
10 C 8.15702 -2.61422 -2.16220  -0.471
11 C 8.47526 -1.24643 -1.62086  -0.469
12 C 9.94410 -1.38852 -1.22203  -0.493
13 O 9.91181 -2.68011 -0.55466  -0.416
14 C 9.03277 -3.55129 -1.23102  -0.387
15 H 8.28931 -2.69948 -3.24078  0.309
16 H 7.08364 -2.64529 -1.97517  0.228
17 H 7.97627 -0.88324 -0.72241  0.262
18 H 8.47346 -0.47917 -2.39507  0.305
19 H 10.36268 -0.67567 -0.51158  0.319
20 H 10.67906 -1.41874 -2.02641  0.267
21 H 8.36841 -4.04464 -0.52156  0.259
22 H 9.64366 -4.26200 -1.78762  0.287
23 C -7.99463 -6.12406 2.28721  -0.471
24 C -9.37277 -5.62321 2.64791  -0.463
25 C -9.23669 -4.07935 2.79050  -0.449
26 O -7.84537 -3.82208 3.09495  -0.401
27 C -7.08510 -4.81764 2.24411  -0.457
28 H -7.97805 -6.71621 1.37223  0.377
29 H -7.71829 -6.75906 3.12894  0.179
30 H -9.71352 -6.16423 3.53069  0.334
31 H -9.95036 -5.78604 1.73798  0.207
32 H -9.84356 -3.71105 3.61764  0.294
33 H -9.48204 -3.54133 1.87484  0.282
34 H -6.10022 -5.01060 2.66941  0.324
35 H -6.84179 -4.58690 1.20697  0.243
36 C -0.74765 9.30608 1.80404  -0.499
37 C 0.11461 8.05645 1.79813  -0.516
38 C 0.62835 7.94751 0.35104  -0.360
39 O 0.42166 9.20627 -0.19732  -0.418
40 C -0.12375 10.14443 0.70910  -0.434
41 H -0.78976 9.80521 2.77213  0.347
42 H -1.78809 9.09975 1.55304  0.224
43 H -0.48315 7.17255 2.02066  0.262
44 H 0.76031 8.03078 2.67593  0.309
45 H -0.01383 7.30219 -0.24835  0.239
46 H 1.65323 7.58465 0.27316  0.258
47 H -0.79998 10.89831 0.30603  0.334
48 H 0.57928 10.75354 1.27729  0.254
49 C 3.83247 4.56580 -7.73214  -0.398
50 C 3.15093 5.30057 -8.84277  -0.479
51 C 4.19408 5.63990 -9.86378  -0.365
52 O 5.29696 4.96921 -9.30589  -0.434
53 C 4.91786 3.89360 -8.40371  -0.431
54 H 3.17370 3.75571 -7.41929  0.234
55 H 4.14089 5.21708 -6.91434  0.282
56 H 2.79521 6.26132 -8.47057  0.241
57 H 2.32172 4.81949 -9.36149  0.295
58 H 4.37774 6.71198 -9.93453  0.253
59 H 3.94980 5.24031 -10.84804  0.241
60 H 5.79477 3.69002 -7.78916  0.301
61 H 4.63403 2.94429 -8.85797  0.262
62 C 1.04583 0.15304 9.30552  -0.561
63 C -0.09265 0.46563 8.42439  -0.420
64 C -0.34876 -0.84819 7.69587  -0.437
65 O 0.20958 -1.96317 8.48279  -0.402
66 C 0.90465 -1.41267 9.56988  -0.419
67 H 1.19591 0.81866 10.15554  0.378
68 H 2.02607 0.25160 8.83912  0.263
69 H 0.20189 1.35296 7.86403  0.312
70 H -0.97395 0.69141 9.02476  0.254
71 H 0.16379 -0.90662 6.73567  0.247
72 H -1.41116 -0.92136 7.46334  0.291
73 H 1.90288 -1.84264 9.48754  0.211
74 H 0.56958 -1.84166 10.51422  0.284
75 C -6.64977 4.08445 2.89821  -0.647
76 C -6.41805 3.69026 1.45679  -0.573
77 C -7.71259 4.24650 0.79935  -0.394
78 O -8.72684 4.29697 1.79066  -0.378
79 C -8.17429 3.69848 3.02762  -0.362
80 H -6.33183 5.10372 3.11754  0.288
81 H -6.03670 3.56807 3.63686  0.358
82 H -6.33974 2.60341 1.48340  0.226
83 H -5.47236 3.97814 0.99755  0.373
84 H -8.04590 3.68329 -0.07232  0.284
85 H -7.42925 5.26175 0.52171  0.265
86 H -8.34330 2.62546 3.11799  0.268
87 H -8.59009 4.27243 3.85575  0.292
88 O 3.42977 -10.02306 -6.13138  -0.622
89 C 3.06959 -9.89028 -4.95229  0.499
90 O 2.00549 -9.22755 -4.59871  -0.355
91 C 1.60895 -9.31561 -3.23043  -0.386
92 C 2.47654 -10.50306 -2.75279  -0.464
93 C 3.63772 -10.46632 -3.69411  -0.294
94 H 0.54163 -9.41105 -3.03090  0.312
95 H 1.99222 -8.35616 -2.88306  0.251
96 H 1.71125 -11.26893 -2.62676  0.274
97 H 2.82219 -10.29224 -1.74078  0.264
98 H 3.98919 -11.45836 -3.97772  0.274
99 H 4.41116 -9.71317 -3.54364  0.247



A structure of composition C30H60AsF6O24 at a distorted geometry, computed with the ωB97M-V functional and the def2-TZVPD basis.

Its multiplicity is 1. The HOMO energy is -9.03 eV. The total energy comes out at -5819.929028 hartree. As for the frontier orbital gap: 10.4287 eV. The molar mass is 993.7 g/mol. The total charge is -1.

Each line ends with the Mulliken charge.
CARTESIAN COORDINATES (ANGSTROEM)
1 As 8.31657 -2.02429 13.65605  2.010
2 F 8.12756 -2.94064 15.14991  -0.469
3 F 6.53209 -1.63846 13.87707  -0.520
4 F 8.41059 -1.09327 12.14916  -0.473
5 F 10.09675 -2.46005 13.60092  -0.510
6 F 7.87761 -3.48005 12.67760  -0.505
7 F 8.73873 -0.45905 14.56567  -0.535
8 C 3.25678 2.43121 19.01889  -0.461
9 O 3.40073 1.13889 18.52149  -0.505
10 H 2.90769 3.00309 18.15913  0.217
11 H 2.61015 2.53645 19.89004  0.216
12 H 4.27475 2.74695 19.24728  0.215
13 H 4.08123 1.14227 17.84436  0.318
14 C 13.01638 -3.97472 6.50013  -0.438
15 O 14.40228 -4.20306 6.24781  -0.513
16 H 12.85067 -3.83072 7.56779  0.209
17 H 12.83712 -3.03980 5.96920  0.229
18 H 12.41566 -4.78671 6.09033  0.215
19 H 14.50608 -4.36189 5.30675  0.298
20 C 5.06623 4.76667 12.80026  -0.512
21 O 4.23995 5.84111 13.00461  -0.496
22 H 6.09653 4.97346 13.08976  0.227
23 H 4.82416 3.90273 13.41921  0.233
24 H 5.16936 4.42240 11.77120  0.231
25 H 4.68765 6.54957 13.47285  0.317
26 C 2.01906 -5.20369 18.76214  -0.445
27 O 1.24743 -4.04892 19.06855  -0.514
28 H 2.60577 -4.89463 17.89707  0.243
29 H 2.60794 -5.47394 19.63866  0.197
30 H 1.37495 -6.01263 18.41743  0.198
31 H 1.75967 -3.26974 18.84031  0.321
32 C 6.38445 -2.48614 5.85382  -0.519
33 O 6.64349 -3.77258 6.36199  -0.496
34 H 5.44555 -2.03333 6.17247  0.243
35 H 7.10291 -1.74311 6.19996  0.248
36 H 6.37282 -2.53068 4.76479  0.219
37 H 6.58272 -3.69868 7.31721  0.304
38 C 12.16678 3.30278 8.25831  -0.501
39 O 12.63825 4.48819 7.60895  -0.499
40 H 12.00062 2.48591 7.55603  0.220
41 H 12.83682 2.90321 9.01955  0.237
42 H 11.19575 3.54815 8.68844  0.241
43 H 12.59925 5.16576 8.28790  0.302
44 C 13.59174 -9.20758 11.92780  -1.490
45 C 13.83496 -10.36198 11.03530  0.549
46 C 14.82381 -10.18709 9.95496  -0.402
47 O 15.49341 -11.38922 9.90756  -0.299
48 C 15.18328 -12.08828 10.99276  0.671
49 O 15.64128 -13.17210 11.34103  -0.597
50 O 14.34237 -11.44446 11.74609  -0.334
51 H 13.00538 -8.43626 11.42845  0.402
52 H 14.47920 -8.65395 12.23443  0.366
53 H 13.01607 -9.53341 12.79413  0.338
54 H 12.89180 -10.70992 10.61399  0.219
55 H 15.41788 -9.32142 10.24790  0.281
56 H 14.38460 -9.96519 8.98235  0.295
57 C 7.68481 0.26620 24.54128  -1.373
58 C 8.80545 -0.63442 24.02910  0.400
59 C 8.70378 -0.96971 22.55339  -0.380
60 O 9.92786 -0.54100 22.02180  -0.315
61 C 10.63444 0.10907 22.96854  0.668
62 O 11.68749 0.68620 22.80377  -0.570
63 O 10.04162 0.08591 24.14812  -0.338
64 H 6.72123 -0.19855 24.33243  0.380
65 H 7.62863 1.24908 24.07341  0.341
66 H 7.78987 0.34840 25.62309  0.348
67 H 8.95673 -1.50251 24.67068  0.285
68 H 7.92325 -0.41741 22.03010  0.267
69 H 8.52830 -2.03270 22.38796  0.287
70 C 11.86287 5.61787 16.24030  -1.340
71 C 13.24032 4.95973 16.09408  0.402
72 C 13.37529 3.97347 14.92140  -0.399
73 O 14.57533 4.42994 14.32377  -0.331
74 C 14.96255 5.64381 14.81077  0.679
75 O 16.00545 6.21189 14.50233  -0.572
76 O 14.18594 5.97804 15.82270  -0.341
77 H 11.83084 6.28330 17.10301  0.333
78 H 11.10910 4.84780 16.40436  0.376
79 H 11.69226 6.12841 15.29249  0.353
80 H 13.55048 4.41235 16.98417  0.281
81 H 12.51746 4.01364 14.25012  0.275
82 H 13.54553 2.94335 15.23441  0.284
83 C 6.55066 -10.59036 14.27037  -1.382
84 C 5.85231 -11.05587 13.00012  0.397
85 C 6.42603 -10.57196 11.69731  -0.365
86 O 6.45074 -11.81499 10.97152  -0.345
87 C 6.31972 -12.89430 11.75524  0.697
88 O 6.45941 -14.08731 11.47000  -0.581
89 O 6.05762 -12.46378 12.98559  -0.340
90 H 7.55110 -11.02165 14.30511  0.354
91 H 6.03093 -11.01875 15.12738  0.340
92 H 6.64968 -9.50548 14.30697  0.385
93 H 4.79095 -10.80810 13.01500  0.257
94 H 7.44764 -10.21160 11.81797  0.247
95 H 5.90975 -9.72083 11.25331  0.337
96 C 0.54522 -5.14030 11.25224  -1.463
97 C 0.09308 -6.32610 12.03640  0.509
98 C -1.37464 -6.31524 12.29761  -0.471
99 O -1.77303 -7.65379 11.90437  -0.351
100 C -0.82027 -8.18706 11.11562  0.690
101 O -0.88901 -9.16021 10.43076  -0.535
102 O 0.23250 -7.39323 11.16560  -0.348
103 H 1.58650 -5.20949 10.93751  0.336
104 H 0.44501 -4.17749 11.75328  0.392
105 H -0.04665 -5.02249 10.34454  0.374
106 H 0.59693 -6.58364 12.96801  0.310
107 H -1.92496 -5.49369 11.83901  0.258
108 H -1.58925 -6.23685 13.36338  0.301
109 C 15.03547 -4.97360 19.21585  -1.261
110 C 14.08955 -5.84934 20.07685  0.401
111 C 12.88891 -6.50278 19.35412  -0.430
112 O 13.24209 -7.91380 19.33891  -0.332
113 C 14.32267 -8.14752 20.01762  0.706
114 O 14.78370 -9.23619 20.38713  -0.588
115 O 14.89074 -6.96778 20.39177  -0.355
116 H 15.46287 -5.58091 18.41798  0.325
117 H 15.84063 -4.44697 19.72819  0.336
118 H 14.46409 -4.16095 18.76728  0.377
119 H 13.69948 -5.41438 20.99705  0.273
120 H 12.72881 -6.00267 18.39895  0.282
121 H 11.90028 -6.42219 19.80604  0.266